{
  "formula": "C4H10N2O",
  "method": "ωB97M-V/def2-TZVPD",
  "species": ["C", "C", "N", "N", "C", "C", "O", "H", "H", "H", "H", "H", "H", "H", "H", "H", "H"],
  "coordinates": [[2.06683, 0.10325, 0.47961], [-0.70789, -0.32642, 0.41934], [1.74920, 1.30885, 0.02793], [2.80644, -0.79886, -0.23198], [-2.21375, 0.16288, 0.29890], [-3.03368, -0.12958, -0.74739], [-0.79310, 1.05549, 0.13224], [2.02801, -0.05396, 1.54861], [1.96619, 1.45907, -0.95180], [2.97998, -1.69756, 0.18669], [2.73640, -0.78664, -1.23919], [0.55321, 1.52488, 0.09692], [-0.38112, -0.55810, 1.43314], [-0.38578, -0.95376, -0.40943], [-2.65013, 0.35337, 1.27321], [-4.07986, -0.33679, -0.58203], [-2.64094, -0.32615, -1.73475]],
  "forces_ev_per_a": [[1.2, 1.0, -0.9], [-2.6, 1.5, -0.3], [-1.2, -0.8, 0.2], [-0.7, 0.4, 0.4], [0.0, -3.5, 0.6], [0.2, 0.1, 0.1], [3.2, 2.2, -0.5], [-0.4, -0.2, 0.0], [0.2, -0.2, -0.1], [0.0, 0.0, 0.0], [0.1, 0.0, 0.1], [-0.4, -0.5, 0.5], [0.2, -0.3, -0.1], [0.2, -0.2, 0.2], [0.1, 0.2, -0.1], [-0.2, 0.7, 0.0], [0.1, -0.3, 0.0]],
  "total_energy_ha": -342.9706,
  "lumo_energy_ev": [0.22, 0.22],
  "fmax_ev_per_a": 3.9,
  "orbital_gap_ev": [5.966, 5.964]
}

---

{
  "formula": "C4H10N2O",
  "method": "ωB97M-V/def2-TZVPD",
  "species": ["H", "N", "C", "C", "N", "C", "C", "O", "H", "H", "H", "H", "H", "H", "H", "H", "H"],
  "coordinates": [[-1.24086, -0.96988, -1.94121], [-0.27739, -1.26606, -2.06515], [0.51246, -0.92836, -1.13788], [1.95854, -1.32129, -1.23697], [0.20418, -0.22962, 0.00620], [-1.01227, 0.53968, 0.14011], [-0.97274, 1.42071, 1.38290], [-1.11344, 0.60473, 2.52283], [2.24888, -1.92056, -0.37729], [2.59046, -0.43305, -1.26949], [2.10583, -1.89381, -2.14309], [0.97257, 0.07373, 0.57985], [-1.16087, 1.18085, -0.74152], [-1.86798, -0.13788, 0.22872], [-1.79751, 2.14587, 1.32396], [-0.02456, 1.98039, 1.41523], [-1.12530, 1.15454, 3.31280]],
  "forces_ev_per_a": [[0.0, 0.1, 0.2], [-0.5, -0.2, -0.7], [0.4, 0.1, 0.5], [0.0, 0.0, 0.0], [0.0, 0.2, 0.0], [0.0, 0.1, 0.2], [-0.1, 0.1, -0.4], [0.1, -0.2, 0.3], [0.1, -0.1, 0.1], [0.1, 0.0, 0.0], [0.0, -0.1, -0.1], [0.1, -0.1, 0.0], [0.0, -0.1, 0.1], [0.0, 0.1, 0.0], [0.2, -0.1, -0.1], [-0.1, 0.0, -0.1], [0.0, 0.0, -0.1]],
  "smiles": "[H]/N=C(/C)NCCO",
  "total_energy_ha": -343.1505,
  "lumo_energy_ev": 0.70,
  "fmax_ev_per_a": 0.9,
  "orbital_gap_ev": 9.623
}

---

{
  "formula": "C4H10N2O",
  "method": "ωB97M-V/def2-TZVPD",
  "species": ["C", "N", "C", "C", "O", "C", "N", "H", "H", "H", "H", "H", "H", "H", "H", "H", "H"],
  "coordinates": [[-0.64159, 2.15474, 0.42966], [-0.10515, 0.80104, 0.37018], [1.33811, 0.70533, 0.29415], [-0.84567, -0.19215, -0.32837], [-1.34023, -0.01574, -1.44740], [-0.58187, -1.64069, 0.15342], [0.49381, -2.25007, -0.64819], [-1.71624, 2.19798, 0.80660], [0.01631, 2.69061, 1.16989], [-0.47131, 2.55261, -0.58034], [1.65327, -0.03412, -0.53506], [1.58057, 0.29169, 1.31650], [1.89227, 1.63239, -0.04363], [-0.22594, -1.45584, 1.17309], [-1.62769, -2.20671, 0.17149], [0.24194, -1.96479, -1.66804], [0.33941, -3.26631, -0.63395]],
  "forces_ev_per_a": [[0.4, 0.1, 0.3], [-2.3, 0.0, 0.1], [1.1, -1.9, -0.3], [2.0, -0.2, -2.8], [-0.3, 0.2, 2.2], [-1.7, 0.4, 0.9], [-1.6, 0.2, -2.4], [1.4, -0.1, -0.8], [-0.8, -0.3, -0.8], [-0.7, 0.8, 0.3], [-0.5, 0.8, 1.6], [1.1, 0.7, -1.2], [-1.0, -0.6, 1.0], [-0.2, -0.8, 0.0], [2.2, 1.0, -0.1], [0.7, -0.8, 2.1], [0.3, 0.5, 0.0]],
  "smiles": "CN(C)C(=O)CN",
  "total_energy_ha": -343.0989,
  "lumo_energy_ev": 0.98,
  "fmax_ev_per_a": 3.5,
  "orbital_gap_ev": 9.728
}

---

{
  "formula": "C4H10N2O",
  "method": "ωB97M-V/def2-TZVPD",
  "species": ["N", "C", "O", "H", "H", "H", "H", "H", "C", "C", "N", "C", "H", "H", "H", "H", "H"],
  "coordinates": [[-1.20987, 1.08126, -0.02415], [-1.01200, 0.86592, 1.68779], [-1.59950, 1.80631, 2.28356], [-0.28978, 0.90093, -0.46703], [-1.40875, 2.07917, -0.04590], [-1.95061, 0.52176, -0.41807], [-1.39930, -0.18005, 1.74365], [0.09643, 0.78422, 1.73184], [0.18795, -1.94524, -2.26408], [0.65839, -1.56542, -1.07601], [1.17626, -0.29324, -0.79866], [2.17939, -0.26029, -0.02772], [0.07870, -1.26516, -3.10009], [-0.09533, -2.97474, -2.42698], [0.70394, -2.32293, -0.29450], [2.63981, 0.64272, 0.35937], [2.68656, -1.16452, 0.32325]],
  "forces_ev_per_a": [[1.1, 0.5, -0.3], [-0.3, -0.3, 1.0], [0.2, -0.3, -0.2], [-0.7, -0.1, -0.2], [-0.3, -0.2, -0.1], [-0.1, 0.0, -0.2], [-0.2, 0.1, 0.1], [0.1, 0.3, -0.2], [0.0, 0.4, 0.2], [0.0, -1.1, -0.8], [0.3, 0.4, 0.4], [0.4, -0.4, 0.3], [0.2, 0.1, 0.1], [-0.1, 0.0, 0.1], [0.2, 0.2, 0.1], [-0.3, 0.4, -0.4], [-0.2, -0.2, 0.0]],
  "smiles": "[NH3+]C[O-].C=CN=C",
  "total_energy_ha": -343.0498,
  "lumo_energy_ev": 0.01,
  "fmax_ev_per_a": 1.4,
  "orbital_gap_ev": 7.753
}